Record 1
116
Properties=species:S:1:pos:R:3 method="wB97M-V/def2-TZVPD" e_homo_ev=-10.45 smiles="COC(=O)OC.COC(=O)OC.COC(=O)OC.O=C1OCCO1.O=C1OCCO1.O=C1OCCO1.O=C1OCCO1.O=C1OCCO1.O=C1OCCO1.O=C1OCCO1.O=C1OCCO1" de_lowest_kj_mol=42.79 total_charge=0
C -3.718 -1.918 3.359
O -4.365 -3.022 2.733
C -4.381 -2.974 1.401
O -3.769 -2.205 0.709
O -5.137 -3.976 0.972
C -5.330 -4.031 -0.432
H -4.378 -1.095 3.613
H -2.821 -1.612 2.835
H -3.338 -2.306 4.311
H -5.964 -3.204 -0.766
H -5.797 -4.975 -0.676
H -4.386 -3.882 -0.960
C 0.226 0.582 -2.330
O -0.491 1.136 -1.246
C -0.258 0.662 -0.032
O 0.671 -0.029 0.306
O -1.246 1.074 0.756
C -1.230 0.537 2.076
H -0.296 -0.277 -2.760
H 1.218 0.208 -2.091
H 0.236 1.310 -3.137
H -1.176 -0.547 2.032
H -2.147 0.822 2.594
H -0.451 0.993 2.687
C 0.285 -3.238 5.084
O 0.788 -2.627 3.901
C 0.476 -3.211 2.741
O -0.192 -4.199 2.612
O 1.030 -2.492 1.779
C 1.012 -3.004 0.460
H -0.742 -2.926 5.256
H 0.925 -2.948 5.915
H 0.376 -4.323 5.025
H 1.110 -4.090 0.420
H 1.874 -2.588 -0.053
H 0.107 -2.713 -0.069
O -0.982 4.066 -2.939
C -0.742 3.923 -4.092
O -1.641 4.006 -5.080
C -1.007 3.767 -6.353
C 0.478 3.614 -5.993
O 0.490 3.631 -4.572
H -1.436 2.847 -6.753
H -1.237 4.567 -7.052
H 1.031 4.452 -6.421
H 0.893 2.676 -6.345
O 5.549 -3.538 -2.653
C 5.188 -2.515 -2.167
O 5.538 -1.299 -2.622
C 5.035 -0.288 -1.755
C 4.164 -1.054 -0.754
O 4.348 -2.429 -1.108
H 5.830 0.223 -1.208
H 4.476 0.471 -2.290
H 3.107 -0.801 -0.865
H 4.452 -0.833 0.268
O 1.540 -1.860 -3.588
C 1.897 -2.988 -3.450
O 1.527 -3.792 -2.434
C 2.078 -5.086 -2.596
C 2.918 -4.988 -3.878
O 2.623 -3.664 -4.353
H 2.679 -5.379 -1.734
H 1.301 -5.853 -2.648
H 2.663 -5.718 -4.640
H 3.984 -5.017 -3.661
O 3.406 1.599 0.874
C 2.828 2.217 0.039
O 3.049 2.116 -1.285
C 2.393 3.158 -1.992
C 1.398 3.715 -0.934
O 1.850 3.111 0.284
H 3.088 3.943 -2.293
H 1.877 2.807 -2.877
H 0.360 3.442 -1.105
H 1.478 4.801 -0.905
O 0.160 0.467 -6.363
C -0.310 -0.569 -6.020
O -1.480 -0.690 -5.358
C -1.876 -2.041 -5.311
C -0.655 -2.814 -5.839
O 0.170 -1.778 -6.374
H -2.149 -2.354 -4.301
H -2.780 -2.231 -5.896
H -0.936 -3.537 -6.597
H -0.145 -3.257 -4.988
O 2.476 -2.112 6.171
C 2.547 -1.495 5.160
O 3.462 -1.726 4.193
C 3.245 -0.863 3.095
C 2.039 0.000 3.522
O 1.745 -0.464 4.836
H 4.095 -0.247 2.799
H 2.995 -1.440 2.205
H 1.241 -0.213 2.819
H 2.272 1.061 3.544
O -0.843 7.818 3.237
C -0.644 6.693 2.936
O -1.471 5.914 2.205
C -0.965 4.565 2.258
C 0.503 4.813 2.464
O 0.468 5.990 3.310
H -1.499 4.094 3.084
H -1.100 3.978 1.348
H 1.095 5.110 1.602
H 1.003 4.016 3.012
O -4.133 3.408 3.323
C -4.483 3.169 4.429
O -3.944 2.227 5.234
C -4.730 2.084 6.433
C -5.656 3.299 6.375
O -5.535 3.769 5.036
H -5.264 1.136 6.381
H -4.040 2.103 7.269
H -5.362 4.060 7.103
H -6.709 3.100 6.567



Record 2
116
Properties=species:S:1:pos:R:3 method="wB97M-V/def2-TZVPD" e_homo_ev=-2.81 de_lowest_kj_mol=1248.21 total_charge=-1
Os 0.036 0.019 -0.027
C 1.292 -1.862 -2.841
Si -0.142 -0.855 -2.180
C -0.458 0.747 -3.161
C -0.041 0.847 -4.496
C -0.110 2.050 -5.189
C -0.588 3.184 -4.552
C -1.022 3.105 -3.236
C -0.992 1.898 -2.533
P -1.622 1.714 -0.840
C -3.431 2.094 -0.820
C -3.929 3.249 -1.686
C -5.396 3.593 -1.374
C -6.225 2.380 -0.932
C -5.700 1.090 -1.549
C -4.232 0.821 -1.172
C -0.808 3.033 0.370
C 0.857 2.921 0.350
C 1.600 4.059 1.076
C 0.693 4.714 2.141
C -0.616 5.316 1.537
C -1.202 4.540 0.325
C -1.690 -1.927 -1.918
C -2.573 -2.161 -2.979
C -3.685 -2.984 -2.830
C -3.917 -3.603 -1.616
C -3.044 -3.395 -0.553
C -1.932 -2.554 -0.665
P -0.727 -2.284 0.737
C -0.261 -3.990 1.365
C -1.247 -4.716 2.292
C -0.785 -4.745 3.742
C 0.570 -5.444 3.888
C 1.468 -5.284 2.649
C 1.167 -3.993 1.889
C -1.732 -1.346 2.082
C -3.041 -1.995 2.577
C -3.952 -0.979 3.293
C -3.188 0.096 4.063
C -1.830 -0.412 4.496
C -0.956 -0.839 3.306
H 1.079 -2.283 -3.832
H 1.516 -2.694 -2.171
H 2.192 -1.249 -2.926
H 0.373 -0.015 -5.009
H 0.229 2.106 -6.218
H -0.627 4.131 -5.079
H -1.392 4.009 -2.767
H -3.658 2.337 0.227
H -3.855 2.972 -2.743
H -3.334 4.156 -1.568
H -5.846 4.046 -2.263
H -5.437 4.354 -0.589
H -7.273 2.532 -1.202
H -6.194 2.294 0.159
H -5.787 1.156 -2.639
H -6.318 0.243 -1.243
H -3.771 0.295 -2.014
H -4.196 0.130 -0.324
H -1.139 2.679 1.356
H 1.272 2.894 -0.698
H 1.166 1.755 0.913
H 1.899 4.803 0.336
H 2.518 3.700 1.540
H 1.248 5.501 2.659
H 0.429 3.968 2.894
H -0.420 6.349 1.233
H -1.374 5.367 2.324
H -0.839 5.007 -0.595
H -2.294 4.670 0.337
H -2.405 -1.691 -3.944
H -4.360 -3.143 -3.664
H -4.776 -4.254 -1.492
H -3.258 -3.913 0.374
H -0.215 -4.601 0.451
H -1.333 -5.756 1.955
H -2.258 -4.320 2.232
H -1.528 -5.254 4.363
H -0.713 -3.723 4.129
H 0.419 -6.511 4.081
H 1.078 -5.046 4.768
H 1.319 -6.138 1.976
H 2.515 -5.307 2.952
H 1.867 -3.893 1.054
H 1.365 -3.085 2.576
H -2.040 -0.444 1.540
H -2.818 -2.805 3.277
H -3.621 -2.429 1.761
H -4.615 -1.522 3.975
H -4.603 -0.492 2.559
H -3.771 0.419 4.931
H -3.062 0.983 3.431
H -1.970 -1.268 5.168
H -1.305 0.353 5.074
H -0.257 -1.589 3.682
H -0.368 -0.003 3.006
O 0.251 1.842 0.012
C 4.041 1.931 3.006
Ge 3.173 1.127 1.440
C 3.927 -0.633 1.093
C 3.540 2.224 -0.161
C 1.124 0.969 1.843
H 5.120 2.012 2.829
H 3.863 1.300 3.881
H 3.630 2.927 3.188
H 5.002 -0.531 0.901
H 3.440 -1.072 0.219
H 3.778 -1.277 1.954
H 4.625 2.265 -0.319
H 3.167 3.227 -0.046
H 3.064 1.762 -1.032
H 0.690 1.975 2.067
H 1.018 0.362 2.708
S 2.449 -2.774 3.440
C 1.614 -1.859 2.217
N 1.060 -1.206 1.416



Record 3
21
Properties=species:S:1:pos:R:3 method="wB97M-V/def2-TZVPD" e_homo_ev=-8.45 de_lowest_kj_mol=140.71 total_charge=0
C -2.615 0.617 0.259
N -1.187 0.501 0.404
C -0.591 -0.568 0.037
N -1.148 -1.660 -0.589
C 0.882 -0.633 0.195
N 1.437 -1.927 -0.046
C 1.535 0.294 1.155
N 1.694 0.568 -0.249
C 1.226 1.823 -0.768
H -2.904 1.595 0.644
H -3.151 -0.150 0.832
H -2.929 0.538 -0.787
H -0.702 -2.543 -0.394
H -2.151 -1.720 -0.660
H 1.534 -2.099 -1.042
H 2.355 -2.012 0.373
H 2.441 -0.038 1.654
H 0.897 0.942 1.749
H 1.305 1.780 -1.857
H 1.877 2.629 -0.422
H 0.196 2.063 -0.488